[1]
Formula: C19H22FNO2S
Source: the Open Molecules 2025 dataset
Level of theory: ωB97M-V/def2-TZVPD

Summary:
molar mass	347.5	g/mol
calculated total energy	-39198.48181	eV
lowest unoccupied orbital energy	0.618	eV

Last column: natural (NBO) charge in e.
Positions of all 46 atoms, in Å:
C (-6.328, -2.042, -0.847)  -0.2547
O (-5.122, -1.465, -1.287)  -0.5028
C (-4.326, -0.844, -0.380)  0.3811
C (-4.613, -0.709, 0.975)  -0.3171
C (-3.715, -0.060, 1.807)  -0.1861
C (-2.542, 0.476, 1.313)  -0.2304
C (-2.254, 0.357, -0.046)  -0.1229
C (-0.999, 0.887, -0.652)  0.6743
O (-0.451, 0.346, -1.597)  -0.6438
N (-0.527, 2.028, -0.097)  -0.6062
C (0.718, 2.619, -0.517)  -0.2535
C (1.937, 2.202, 0.344)  -0.1276
C (1.673, 0.958, 1.182)  -0.6353
C (2.376, 3.354, 1.245)  -0.6224
S (3.374, 1.896, -0.784)  0.1757
C (2.871, 0.416, -1.736)  -0.5605
C (3.118, -0.874, -1.021)  -0.0623
C (2.100, -1.818, -0.928)  -0.1917
C (2.312, -3.020, -0.277)  -0.2803
C (3.554, -3.263, 0.280)  0.3866
F (3.768, -4.434, 0.922)  -0.3297
C (4.583, -2.342, 0.205)  -0.2809
C (4.356, -1.147, -0.451)  -0.1806
C (-3.137, -0.312, -0.878)  -0.2316
H (-7.007, -1.288, -0.433)  0.1761
H (-6.152, -2.823, -0.101)  0.1770
H (-6.782, -2.485, -1.732)  0.2037
H (-5.521, -1.110, 1.395)  0.2211
H (-3.940, 0.024, 2.860)  0.2162
H (-1.847, 0.949, 1.990)  0.2073
H (-1.004, 2.427, 0.694)  0.3988
H (0.867, 2.305, -1.553)  0.2392
H (0.619, 3.707, -0.505)  0.2076
H (2.607, 0.603, 1.615)  0.2298
H (0.987, 1.189, 1.996)  0.2006
H (1.248, 0.155, 0.587)  0.2265
H (1.565, 3.643, 1.912)  0.2060
H (2.666, 4.215, 0.648)  0.2179
H (3.231, 3.054, 1.846)  0.2225
H (3.481, 0.477, -2.639)  0.2383
H (1.820, 0.510, -2.007)  0.2577
H (1.135, -1.605, -1.366)  0.2377
H (1.532, -3.760, -0.197)  0.2283
H (5.538, -2.565, 0.653)  0.2276
H (5.140, -0.407, -0.516)  0.2214
H (-2.907, -0.424, -1.925)  0.2414


[2]
Formula: C19H22FeN3SSi
Source: the Open Molecules 2025 dataset
Level of theory: ωB97M-V/def2-TZVPD

Summary:
molar mass	408.4	g/mol
calculated total energy	-77631.20623	eV
charge	-1
lowest unoccupied orbital energy (spin up / spin down)	2.609 / 2.604	eV

Last column: natural (NBO) charge in e.
Positions of all 47 atoms, in Å:
Fe (0.173, 1.112, -1.011)  0.5444
C (-3.993, 0.594, -1.442)  -0.2715
C (-4.439, 0.792, -0.130)  -0.1954
C (-3.511, 1.034, 0.852)  -0.2290
C (-2.149, 1.076, 0.532)  0.1324
N (-1.724, 0.900, -0.754)  -0.3850
C (-2.642, 0.660, -1.695)  0.0707
C (-1.071, 1.322, 1.448)  0.1803
C (-1.117, 1.464, 2.832)  -0.2071
C (0.069, 1.692, 3.520)  -0.2633
C (1.281, 1.765, 2.844)  -0.1911
C (1.283, 1.616, 1.459)  0.1082
N (0.116, 1.417, 0.804)  -0.3703
C (2.400, 1.669, 0.558)  0.1599
C (3.739, 1.845, 0.925)  -0.2285
C (4.715, 1.888, -0.039)  -0.1968
C (4.339, 1.756, -1.381)  -0.2728
C (3.005, 1.581, -1.678)  0.0769
N (2.044, 1.531, -0.753)  -0.3791
H (-4.687, 0.395, -2.247)  0.2123
H (-5.497, 0.763, 0.098)  0.2039
H (-3.816, 1.209, 1.876)  0.2052
H (-2.246, 0.544, -2.696)  0.2439
H (-2.060, 1.391, 3.357)  0.2066
H (0.048, 1.810, 4.596)  0.2033
H (2.204, 1.934, 3.380)  0.2062
H (3.990, 1.936, 1.975)  0.2045
H (5.755, 2.022, 0.230)  0.2033
H (5.072, 1.796, -2.174)  0.2111
H (2.656, 1.489, -2.700)  0.2444
S (-0.041, 2.242, -2.788)  -0.9246
C (-1.992, -2.378, -0.015)  -1.1134
Si (-0.198, -2.455, -0.620)  1.6454
C (-0.223, -3.543, -2.189)  -1.1053
C (0.722, -3.444, 0.720)  -1.0995
C (0.657, -0.853, -0.876)  -1.2555
H (-2.365, -3.362, 0.282)  0.2161
H (-2.654, -1.984, -0.787)  0.2285
H (-2.064, -1.715, 0.850)  0.2272
H (-0.628, -4.542, -1.996)  0.2085
H (0.783, -3.658, -2.601)  0.2234
H (-0.840, -3.076, -2.962)  0.2250
H (0.299, -4.443, 0.858)  0.2120
H (0.650, -2.917, 1.675)  0.2246
H (1.783, -3.559, 0.484)  0.2213
H (0.431, -0.340, -1.842)  0.2312
H (1.739, -0.976, -0.778)  0.2078


[3]
Formula: C19H22IrN4S3
Source: the Open Molecules 2025 dataset
Level of theory: ωB97M-V/def2-TZVPD

Summary:
molar mass	594.8	g/mol
calculated total energy	-61362.21066	eV
charge	+1
lowest unoccupied orbital energy	-3.049	eV
energy relative to the best compared isomer or geometry (same formula, charge and spin)	0.0	kcal/mol

Last column: natural (NBO) charge in e.
Positions of all 49 atoms, in Å:
Ir (0.194, 0.274, 1.496)  0.6193
C (-2.724, -2.868, 3.264)  -0.6539
C (-1.815, -1.691, 3.037)  -0.1373
S (-0.962, -1.670, 1.544)  0.0216
C (-1.634, -0.697, 3.939)  -0.2631
C (-2.299, -0.616, 5.285)  -0.6389
S (-0.565, 0.585, 3.516)  0.1294
H (-2.742, -3.517, 2.390)  0.2319
H (-3.744, -2.541, 3.465)  0.2316
H (-2.385, -3.459, 4.116)  0.2329
H (-2.824, -1.541, 5.514)  0.2281
H (-3.022, 0.201, 5.322)  0.2273
H (-1.566, -0.443, 6.074)  0.2299
N (3.680, 0.254, -0.841)  -0.4967
C (3.286, -0.968, -1.362)  0.1005
C (3.870, -1.807, -2.304)  -0.2218
C (3.189, -2.971, -2.594)  -0.1870
C (1.974, -3.292, -1.966)  -0.2013
C (1.400, -2.460, -1.028)  -0.2215
C (2.076, -1.278, -0.731)  0.1626
N (1.771, -0.254, 0.154)  -0.4865
C (2.740, 0.632, 0.052)  0.3780
C (2.667, 1.850, 0.837)  0.0570
C (3.519, 2.898, 0.969)  -0.3986
S (2.864, 4.041, 2.055)  0.5524
C (1.487, 3.067, 2.266)  -0.1146
N (1.512, 1.959, 1.583)  -0.4501
H (4.516, 0.760, -1.074)  0.4334
H (4.808, -1.565, -2.784)  0.2302
H (3.603, -3.658, -3.320)  0.2309
H (1.484, -4.221, -2.221)  0.2307
H (0.475, -2.716, -0.530)  0.2455
H (4.481, 3.050, 0.507)  0.2612
H (0.671, 3.338, 2.920)  0.2619
C (-3.047, 2.368, -2.168)  -0.5889
C (-1.906, 1.390, -2.478)  -0.1596
C (-2.457, 0.061, -3.013)  -0.5889
C (-0.911, 2.005, -3.471)  -0.5884
C (-1.191, 1.104, -1.225)  0.4863
N (-0.656, 0.882, -0.239)  -0.4150
H (-3.577, 2.588, -3.095)  0.2291
H (-2.668, 3.303, -1.758)  0.2217
H (-3.755, 1.936, -1.461)  0.2274
H (-2.989, 0.255, -3.945)  0.2284
H (-3.152, -0.391, -2.306)  0.2283
H (-1.652, -0.646, -3.215)  0.2231
H (-1.429, 2.193, -4.412)  0.2306
H (-0.080, 1.327, -3.667)  0.2206
H (-0.518, 2.952, -3.101)  0.2200